60
Properties=species:S:1:pos:R:3:forces:R:3 method="wB97M-V/def2-TZVPD" homo_lumo_gap_ev=8.646 max_force_ha_per_bohr=0.2584 lumo_energy_ev=-0.38
C -2.12816 -1.03779 -1.13675 -4.91 -1.84 0.70
C -2.82523 -2.09444 -0.42979 -5.02 -4.44 1.69
N -3.42090 -2.94694 0.16703 2.74 3.67 -2.78
H -1.29131 -1.42143 -1.72037 -1.52 -0.75 0.36
H -1.73259 -0.31149 -0.42676 -1.82 -1.65 0.45
H -2.72032 -0.35080 -1.74131 -1.23 -2.49 -0.15
C 1.67743 -2.50497 -0.31440 1.54 -3.12 -2.13
C 0.72623 -2.22170 -1.40625 0.48 -2.70 1.08
N 0.01363 -1.92997 -2.25169 -0.04 -2.57 -0.73
H 1.26446 -2.07229 0.59683 1.74 -3.69 -2.68
H 2.61596 -1.97658 -0.48190 0.08 -0.10 -0.28
H 1.96755 -3.55396 -0.25473 -0.51 -0.38 -0.21
C -0.31730 1.46385 -0.15890 2.00 2.81 -0.85
C 0.51778 0.31138 0.03975 0.28 1.87 -0.48
N 1.20471 -0.58927 0.22589 -3.24 8.25 -9.29
H -0.07499 2.29740 0.50032 -1.53 0.35 -1.94
H -1.40016 1.33933 -0.15524 9.45 -1.97 -2.16
H -0.04326 1.62257 -1.20188 0.43 2.57 1.17
C -1.48165 0.99458 -4.05322 1.30 -0.09 1.23
C -1.12607 0.57857 -2.59252 -1.75 2.68 -10.22
N -0.87116 0.32836 -1.54477 3.23 -1.73 -3.98
H -0.65994 1.60229 -4.43216 0.34 0.01 0.29
H -2.33208 1.66263 -4.18956 -0.39 -0.45 0.65
H -1.48569 0.15426 -4.74743 -0.36 -0.25 0.47
C -0.48630 1.33642 2.49824 -3.85 -0.20 4.55
C 0.24408 1.84781 3.73092 -2.22 -1.67 -4.00
N 0.73168 2.28711 4.64384 1.41 1.09 2.61
H 0.07798 0.68215 1.83369 -2.91 0.62 1.19
H -1.03064 2.14650 2.01289 0.13 0.05 0.11
H -1.28554 0.75203 2.95409 -0.58 -0.51 0.26
C 1.53097 -0.70582 2.10383 4.35 2.28 9.80
C 2.75832 -0.51690 2.89127 0.67 -2.99 2.24
N 3.75806 -0.34909 3.47859 -2.13 -3.47 -0.29
H 1.76830 -0.99519 1.08009 3.40 -0.51 3.21
H 0.93558 0.20284 2.19294 2.35 -2.28 0.89
H 0.94199 -1.52336 2.51955 1.90 3.05 1.92
C -2.83380 1.52443 -0.65915 -5.11 1.47 -0.52
C -4.02056 0.86085 -0.17009 -4.73 -2.15 1.88
N -4.99716 0.30286 0.23685 4.24 2.38 -1.71
H -2.04726 1.47032 0.09353 -9.13 1.96 3.09
H -3.06949 2.56489 -0.88272 0.19 0.13 0.11
H -2.45854 0.99962 -1.53769 -1.50 1.90 1.05
C -0.96089 -1.46221 1.00276 -0.08 -0.98 2.08
C 0.04918 -2.29245 1.58139 -2.23 -5.24 2.05
N 0.88529 -2.95331 2.04781 -3.72 -3.07 -0.14
H -1.06337 -1.76453 -0.03945 1.37 -0.25 1.54
H -0.65098 -0.42217 1.10451 -1.42 -1.36 0.46
H -1.89804 -1.66078 1.52278 0.07 0.00 -0.04
C 3.43511 1.54509 2.26068 -0.23 4.02 -1.48
C 2.02574 1.72351 1.78431 1.63 1.45 -0.73
N 0.94841 1.90794 1.36734 11.65 5.13 3.82
H 3.92850 2.51318 2.17430 -0.24 0.56 -0.42
H 4.01926 0.88714 1.61727 -0.32 0.08 0.14
H 3.49271 1.26650 3.31290 -0.20 1.47 -0.77
C 1.60172 -0.11979 -2.37197 2.14 1.60 -0.11
C 1.38289 -0.49338 -3.73551 0.09 -0.90 -5.77
N 1.27180 -0.83601 -4.87337 0.28 1.49 4.59
H 1.77542 -1.08282 -1.89187 1.25 2.22 -0.44
H 0.75050 0.42126 -1.95870 1.59 -1.17 -0.83
H 2.41236 0.59193 -2.21575 0.57 -0.19 -0.54